Record 1
221
Properties=species:S:1:pos:R:3:mulliken_spin:R:1 method="wB97M-V/def2-TZVPD" charge=+2 s2=0.754 spin_multiplicity=2 largest_force_ev_per_a=4.803 homo_ev="-13.125 / -13.125" total_energy_ev=-187678.3527
C 3.834 -1.057 -3.647 0.000
C 3.652 0.422 -3.654 0.000
C 4.638 1.246 -2.752 0.000
C 4.508 2.743 -2.970 0.000
P 5.575 3.592 -1.761 0.000
C 7.301 2.944 -1.866 0.000
C 7.874 2.814 -3.302 0.000
C 8.961 1.670 -3.386 0.000
C 9.145 1.120 -4.914 0.000
C 4.875 3.352 -0.170 0.000
C 5.369 4.119 1.009 0.000
C 4.802 3.896 2.415 0.000
C 3.366 4.243 2.678 0.000
C 5.558 5.370 -1.968 0.000
C 4.165 6.030 -1.655 0.000
C 4.024 7.592 -1.632 0.000
C 4.385 8.229 -0.273 0.000
H 3.100 -1.621 -4.224 0.000
H 3.697 -1.384 -2.617 0.000
H 4.835 -1.426 -3.873 0.000
H 2.621 0.685 -3.417 0.000
H 3.679 0.621 -4.725 0.000
H 5.688 0.954 -2.730 0.000
H 4.349 1.098 -1.711 0.000
H 3.500 3.158 -2.939 0.000
H 4.879 2.856 -3.989 0.000
H 7.243 2.056 -1.237 0.000
H 7.888 3.672 -1.306 0.000
H 8.246 3.764 -3.688 0.000
H 7.030 2.690 -3.981 0.000
H 8.676 0.865 -2.708 0.000
H 9.842 2.129 -2.939 0.000
H 8.319 0.614 -5.414 0.000
H 9.954 0.422 -5.128 0.000
H 9.222 2.011 -5.537 0.000
H 4.993 2.285 0.020 0.000
H 3.807 3.488 -0.336 0.000
H 5.329 5.192 0.824 0.000
H 6.444 3.958 1.096 0.000
H 5.411 4.617 2.960 0.000
H 5.110 2.941 2.839 0.000
H 2.829 3.295 2.639 0.000
H 2.889 4.926 1.975 0.000
H 3.231 4.633 3.687 0.000
H 5.986 5.382 -2.970 0.000
H 6.510 5.631 -1.508 0.000
H 3.847 5.615 -0.698 0.000
H 3.493 5.677 -2.437 0.000
H 3.029 7.952 -1.897 0.000
H 4.596 8.065 -2.431 0.000
H 4.034 7.620 0.560 0.000
H 4.011 9.252 -0.322 0.000
H 5.463 8.256 -0.119 0.000
C -3.977 8.579 0.339 0.000
C -4.917 7.780 1.258 0.013
C -4.619 6.249 1.379 0.009
C -4.924 5.693 0.032 0.026
P -5.078 3.827 -0.097 0.060
C -5.795 3.717 -1.780 0.226
C -4.925 4.404 -2.933 0.100
C -5.495 4.227 -4.338 0.174
C -5.446 2.780 -4.769 0.029
C -3.512 2.903 0.112 -0.005
C -2.744 3.327 1.400 0.005
C -1.548 2.449 1.780 -0.001
C -0.865 2.700 3.125 0.000
C -6.339 3.087 1.016 0.040
C -5.953 2.538 2.466 0.024
C -7.160 1.732 3.024 0.011
C -6.966 1.353 4.505 0.010
H -2.941 8.290 0.514 0.000
H -4.129 9.645 0.510 0.002
H -4.230 8.308 -0.686 0.000
H -5.946 8.056 1.024 0.000
H -4.796 8.095 2.294 0.005
H -5.078 5.690 2.194 0.003
H -3.569 6.151 1.657 0.000
H -3.982 5.746 -0.514 0.005
H -5.811 6.113 -0.441 -0.004
H -6.750 4.236 -1.864 -0.008
H -6.057 2.674 -1.959 -0.026
H -3.956 3.904 -2.956 0.042
H -4.822 5.477 -2.769 -0.004
H -4.782 4.850 -4.879 0.128
H -6.443 4.736 -4.510 0.011
H -4.466 2.338 -4.588 0.006
H -5.618 2.591 -5.828 0.060
H -6.135 2.104 -4.261 0.031
H -3.057 3.282 -0.804 0.012
H -3.815 1.857 0.160 -0.002
H -3.488 3.442 2.189 0.000
H -2.321 4.297 1.143 0.001
H -0.840 2.539 0.956 0.000
H -1.842 1.413 1.616 0.000
H 0.016 2.084 3.309 0.000
H -1.672 2.585 3.848 0.000
H -0.525 3.727 2.991 0.000
H -6.632 2.140 0.563 0.006
H -7.067 3.897 0.999 0.003
H -5.513 3.297 3.113 -0.001
H -5.092 1.876 2.377 0.001
H -7.282 0.795 2.482 0.000
H -8.105 2.244 2.840 0.000
H -7.212 0.291 4.510 0.001
H -7.621 1.816 5.243 0.000
H -5.975 1.553 4.913 0.000
C 3.917 -5.739 -1.684 0.000
C 5.309 -5.488 -0.979 0.000
C 5.520 -6.279 0.322 0.000
C 4.190 -5.897 1.211 0.000
N 4.045 -6.413 2.686 0.000
C 2.680 -5.924 3.262 0.000
C 2.968 -4.693 4.032 0.000
C 4.303 -5.012 4.652 0.000
C 5.112 -5.835 3.633 0.000
C 4.128 -7.978 2.636 0.000
H 3.509 -6.718 -1.429 0.000
H 3.888 -5.756 -2.774 0.000
H 3.214 -4.965 -1.376 0.000
H 5.563 -4.453 -0.750 0.000
H 6.053 -5.753 -1.730 0.000
H 6.446 -5.971 0.809 0.000
H 5.535 -7.359 0.178 0.000
H 3.282 -6.295 0.760 0.000
H 4.038 -4.821 1.292 0.000
H 2.182 -6.700 3.843 0.000
H 2.017 -5.724 2.420 0.000
H 2.306 -4.342 4.824 0.000
H 3.004 -3.845 3.349 0.000
H 4.171 -5.477 5.629 0.000
H 4.913 -4.112 4.576 0.000
H 5.648 -6.639 4.138 0.000
H 5.644 -5.086 3.046 0.000
H 3.848 -8.266 3.649 0.000
H 5.118 -8.269 2.283 0.000
H 3.297 -8.322 2.020 0.000
C -3.558 -4.640 8.765 0.000
C -3.734 -5.714 7.728 0.000
C -3.294 -5.343 6.294 0.000
C -3.321 -6.582 5.456 0.000
N -2.779 -6.311 3.951 0.000
C -2.979 -7.484 2.984 0.000
C -2.991 -6.893 1.598 0.000
C -3.490 -5.472 1.674 0.000
C -3.686 -5.263 3.161 0.000
C -1.266 -6.002 4.052 0.000
H -4.231 -3.874 8.379 0.000
H -2.506 -4.354 8.766 0.000
H -3.905 -4.854 9.776 0.000
H -4.796 -5.957 7.690 0.000
H -3.231 -6.584 8.150 0.000
H -2.351 -4.800 6.226 0.000
H -3.981 -4.636 5.828 0.000
H -4.348 -6.938 5.378 0.000
H -2.627 -7.363 5.766 0.000
H -2.097 -8.114 3.095 0.000
H -3.962 -7.862 3.263 0.000
H -1.961 -6.748 1.271 0.000
H -3.308 -7.650 0.881 0.000
H -2.813 -4.654 1.427 0.000
H -4.341 -5.188 1.055 0.000
H -3.575 -4.196 3.355 0.000
H -4.627 -5.584 3.607 0.000
H -0.964 -5.149 4.660 0.000
H -0.856 -5.896 3.048 0.000
H -0.793 -6.898 4.455 0.000
C -0.196 2.045 -2.674 0.000
C -0.947 0.697 -2.908 0.000
C -0.987 -0.098 -1.554 0.000
N -1.222 -1.610 -1.786 0.000
C -2.240 -1.832 -2.934 0.000
C -1.571 -2.292 -0.482 0.000
C -0.294 -2.253 0.347 0.000
C 0.788 -2.441 -0.727 0.000
C 0.186 -2.250 -2.095 0.000
H 0.333 2.373 -3.569 0.000
H 0.654 1.905 -2.006 0.000
H -0.775 2.859 -2.237 0.000
H -0.279 0.229 -3.630 0.000
H -1.849 0.840 -3.503 0.000
H -1.815 0.269 -0.948 0.000
H -0.078 0.012 -0.962 0.000
H -1.766 -1.443 -3.835 0.000
H -3.030 -1.127 -2.670 0.000
H -2.431 -2.905 -2.920 0.000
H -1.889 -3.297 -0.761 0.000
H -2.466 -1.793 -0.109 0.000
H -0.352 -2.947 1.185 0.000
H -0.217 -1.281 0.836 0.000
H 1.307 -3.378 -0.927 0.000
H 1.495 -1.628 -0.563 0.000
H 0.084 -3.279 -2.440 0.000
H 0.813 -1.720 -2.812 0.000
P -5.715 -0.558 -1.243 0.002
F -6.960 0.377 -1.720 0.001
F -5.859 0.202 0.191 0.001
F -6.830 -1.762 -0.681 0.000
F -4.584 -1.505 -0.642 0.000
F -5.794 -1.297 -2.680 0.000
F -4.650 0.554 -1.825 0.001
P -0.120 -0.095 -6.865 0.000
F 1.266 -0.505 -7.749 0.000
F -0.478 1.158 -7.905 0.000
F -0.932 -1.125 -7.825 0.000
F -1.517 0.306 -6.001 0.000
F 0.250 -1.276 -5.797 0.000
F 0.849 0.899 -5.920 0.000
P -1.614 -6.318 -2.521 0.000
F -0.906 -5.201 -3.430 0.000
F -0.099 -6.946 -2.438 0.000
F -1.269 -5.586 -1.113 0.000
F -2.155 -7.640 -1.780 0.000
F -3.041 -5.605 -2.527 0.000
F -1.895 -7.188 -3.897 0.000
P -0.093 5.831 -1.569 0.000
F -0.645 4.594 -0.684 0.000
F -1.214 5.357 -2.661 0.000
F -1.151 6.964 -1.032 0.000
F 0.512 7.016 -2.443 0.000
F 0.925 6.275 -0.357 0.000
F 0.986 4.787 -2.238 0.000

---

Record 2
33
Properties=species:S:1:pos:R:3:lowdin_charge:R:1 method="wB97M-V/def2-TZVPD" relative_energy_kj_mol=233.6 charge=0 largest_force_ev_per_a=5.139 homo_ev=-8.641 total_energy_ev=-26728.4727
C -1.168 -1.369 -0.018 -0.494
C 0.642 -0.963 -1.317 -0.446
C -0.868 0.016 0.034 -0.089
C 0.161 0.384 -0.898 -0.391
C -1.491 0.267 -3.053 -0.072
C 2.440 1.539 -1.420 -0.108
C 1.146 -2.838 1.935 -0.198
C -1.696 -1.032 3.117 -0.196
C -0.538 1.093 -2.164 -0.138
C 1.298 1.327 -0.492 -0.215
O -2.039 -2.028 0.489 0.073
O 1.589 -1.258 -1.978 0.150
O -0.165 -1.959 -0.884 0.129
O 1.063 -1.503 1.935 -0.277
Si -0.073 -0.484 2.434 0.770
H -1.668 0.597 0.311 0.096
H -2.256 -0.144 -2.387 0.078
H -1.044 -0.466 -3.644 0.053
H -2.003 1.029 -3.723 0.098
H 2.114 2.374 -2.149 0.094
H 2.587 0.673 -2.081 0.077
H 3.278 1.941 -0.837 0.083
H 0.407 -3.357 2.555 0.089
H 2.216 -3.183 2.134 0.115
H 0.961 -3.428 1.017 0.093
H -1.970 -1.910 2.587 -0.004
H -1.735 -1.239 4.262 0.077
H -2.606 -0.439 2.816 0.068
H -1.184 1.908 -1.659 0.145
H 0.308 1.496 -2.757 0.105
H 0.873 2.239 -0.131 0.114
H 1.877 0.905 0.365 0.113
H 0.799 0.648 2.913 0.008